Record 1
A molecular structure, C32H26F16N3O4Ti. Source: the OMol25 dataset; level of theory: the ωB97M-V functional and the def2-TZVPD basis.

Summary:
Net charge = -2
2S+1 = 2
Largest force on an atom = 0.00977 hartree/bohr
Frontier orbital gap (alpha / beta) = 6.12 / 6.12 eV
ΔE to the lowest compared entry with this formula, charge and spin = 26.73 kcal/mol

Last column: Löwdin spin population.
Cartesian coordinates (Å):
Ti: 1.180 -0.369 -0.329  0.928
F: 4.258 1.838 1.562  0.000
F: 3.021 1.199 3.205  0.000
F: 0.969 -0.694 3.331  0.000
F: 2.435 4.037 -3.668  0.000
F: 0.902 3.506 -0.365  0.000
F: 3.066 3.561 -0.249  0.000
F: 1.638 -4.342 1.671  0.000
F: -0.148 -4.581 2.859  0.000
F: -2.181 3.813 -4.564  0.000
F: 3.435 3.300 2.903  0.000
F: -0.289 -2.237 4.159  0.000
F: 1.771 -2.656 3.646  0.000
F: 1.879 4.633 1.188  0.000
F: -2.413 1.680 -3.076  0.000
F: 2.268 1.838 -2.203  0.000
F: -0.268 -4.499 0.702  0.000
O: 3.594 -1.423 -2.666  -0.003
O: 2.038 1.131 0.492  0.031
O: 3.601 -2.135 -0.599  0.009
O: 1.073 -1.917 0.864  0.001
N: -0.020 0.329 -2.025  0.000
N: 0.508 -2.373 -2.743  0.001
N: -0.446 0.289 1.036  0.003
C: -0.474 1.286 1.965  0.001
C: -1.047 3.300 -4.024  0.000
C: 1.163 2.264 -2.827  0.000
C: 0.596 2.209 2.173  0.001
C: 0.222 -2.402 1.805  0.003
C: -1.136 -0.569 -2.330  0.003
C: 0.979 -3.692 -2.389  0.000
C: -2.316 -2.851 1.677  0.000
C: -3.609 -2.503 1.324  0.002
C: -1.562 1.427 2.869  0.000
C: -4.742 -3.487 1.452  0.000
C: -0.582 3.295 4.038  0.000
C: 0.502 3.162 3.182  0.001
C: 1.239 3.417 -3.563  0.000
C: -1.615 2.388 3.856  0.000
C: -2.783 -0.322 0.736  0.002
C: -1.150 2.138 -3.286  0.000
C: 0.675 -1.979 3.242  0.000
C: 3.156 2.133 2.257  0.000
C: 3.042 -1.369 -1.352  -0.001
C: -0.612 4.349 5.112  0.000
C: 3.083 -0.494 -3.590  0.000
C: 1.943 3.479 0.479  0.000
C: -3.825 -1.219 0.829  0.000
C: 1.885 2.179 1.337  0.006
C: -1.473 -0.655 1.119  0.003
C: 0.369 -3.961 1.765  0.000
C: -0.762 -2.037 -2.134  0.004
C: -0.030 1.508 -2.677  0.000
C: 0.142 3.971 -4.205  0.000
C: 0.484 -2.217 -4.179  0.000
C: -1.239 -1.969 1.559  0.003
H: -1.471 -0.434 -3.363  0.000
H: 0.235 -1.194 -4.460  0.000
H: -5.236 -3.656 0.492  0.000
H: -2.486 2.421 4.506  0.000
H: 2.024 -3.795 -2.688  0.000
H: -2.151 -3.852 2.050  0.000
H: -0.254 -2.900 -4.645  0.000
H: 2.039 -0.258 -3.381  0.000
H: -1.551 4.303 5.670  0.000
H: 0.211 4.877 -4.786  0.000
H: 0.203 4.225 5.832  0.000
H: -2.950 0.686 0.375  0.000
H: 1.471 -2.449 -4.581  0.000
H: -5.503 -3.133 2.153  0.000
H: 0.925 -3.821 -1.314  0.000
H: 3.152 -0.931 -4.591  0.000
H: 0.382 -4.488 -2.877  0.000
H: -2.388 0.734 2.808  0.000
H: -4.381 -4.451 1.814  0.000
H: -1.586 -2.652 -2.553  0.001
H: -4.822 -0.919 0.517  0.000
H: -2.011 -0.379 -1.703  0.000
H: -0.525 5.359 4.700  0.000
H: -0.709 -2.281 -1.070  0.002
H: 1.329 3.844 3.321  0.000
H: 3.657 0.438 -3.579  0.000

Record 2
A molecular structure, C32H26F3N8PbS2Se2. Source: the OMol25 dataset; level of theory: the ωB97M-V functional and the def2-TZVPD basis.

Summary:
Net charge = +3
Largest force on an atom = 0.01075 hartree/bohr
Frontier orbital gap (alpha / beta) = 3.91 / 4.90 eV
ΔE to the lowest compared entry with this formula, charge and spin = 49.09 kcal/mol

Last column: natural (NBO) charge in e.
Cartesian coordinates (Å):
Pb: 0.691 0.074 0.091  1.470
Se: 3.627 1.519 -2.051  0.477
Se: 3.694 -0.760 -1.867  0.591
S: 1.349 -2.339 -2.150  0.246
S: -2.927 1.896 -0.524  -0.417
F: -0.551 -6.040 -1.532  -0.303
F: 1.039 -4.884 -2.439  -0.309
F: -0.755 -5.337 -3.568  -0.288
N: 0.584 -2.042 1.496  -0.568
N: -0.795 0.231 2.018  -0.618
N: 1.076 1.114 -3.054  -0.471
N: 3.225 -0.288 0.859  -0.547
N: 0.410 2.427 1.003  -0.558
N: -3.370 4.359 -1.403  -0.771
N: -5.232 3.155 -0.848  -0.758
N: -0.995 -1.514 -1.081  -0.572
C: -2.207 -0.867 3.578  -0.204
C: -3.908 3.216 -0.960  0.348
C: -2.289 -1.643 -0.762  0.073
C: 3.518 -0.205 2.158  0.073
C: -0.340 -2.537 -1.636  0.016
C: 4.157 -0.753 0.036  -0.002
C: 0.942 -4.400 1.638  -0.220
C: -3.002 -2.803 -0.985  -0.242
C: 0.074 1.211 -3.928  0.061
C: -1.269 1.424 2.410  0.303
C: 0.983 4.741 1.066  -0.229
C: 1.399 2.513 -5.434  -0.126
C: -0.838 3.906 2.371  -0.198
C: 1.314 -3.131 1.240  0.055
C: -0.986 -3.409 2.645  -0.162
C: -0.047 4.968 1.965  -0.114
C: 2.218 1.692 -3.380  0.001
C: 4.760 -0.576 2.662  -0.198
C: -2.295 1.509 3.338  -0.214
C: 5.713 -1.071 1.790  -0.112
C: 5.410 -1.171 0.434  -0.227
C: 1.161 3.451 0.603  0.066
C: -0.246 -4.541 2.337  -0.129
C: -0.571 2.634 1.889  0.157
C: -0.302 -5.017 -2.361  0.970
C: -2.763 0.351 3.928  -0.102
C: -2.322 -3.882 -1.518  -0.095
C: -0.537 -2.166 2.224  0.152
C: 2.452 2.422 -4.529  -0.230
C: -0.975 -3.767 -1.837  -0.135
C: 0.199 1.893 -5.134  -0.200
C: -1.229 -0.900 2.599  0.180
H: 2.732 0.170 2.804  0.222
H: 3.407 2.893 -4.719  0.256
H: -3.536 0.400 4.685  0.256
H: 1.943 3.224 -0.114  0.195
H: -2.756 -0.768 -0.318  0.241
H: -2.518 -1.769 4.085  0.245
H: -0.227 5.960 2.358  0.254
H: 6.688 -1.372 2.150  0.266
H: -0.856 0.732 -3.644  0.225
H: -4.049 -2.870 -0.726  0.259
H: 6.133 -1.549 -0.277  0.263
H: 2.234 -2.973 0.689  0.207
H: -1.647 4.083 3.065  0.240
H: -0.592 -5.519 2.647  0.256
H: -3.933 5.132 -1.719  0.410
H: 1.636 5.539 0.740  0.252
H: 1.527 3.061 -6.358  0.261
H: -2.718 2.462 3.615  0.244
H: -5.832 3.925 -1.098  0.411
H: 4.968 -0.474 3.719  0.264
H: -2.378 4.410 -1.529  0.417
H: -2.828 -4.825 -1.686  0.263
H: -0.628 1.927 -5.831  0.257
H: -5.665 2.306 -0.535  0.428
H: -1.907 -3.510 3.199  0.234
H: 1.560 -5.256 1.400  0.256

Record 3
A molecular structure, C32H26N3OPS2Ti. Source: the OMol25 dataset; level of theory: the ωB97M-V functional and the def2-TZVPD basis.

Summary:
Net charge = +2
Largest force on an atom = 0.03216 hartree/bohr
Frontier orbital gap = 6.47 eV

Last column: natural (NBO) charge in e.
Cartesian coordinates (Å):
Ti: -0.092 -0.657 0.193  1.051
S: 0.220 -1.496 2.304  -0.026
S: -2.351 -0.729 0.454  0.064
P: -0.378 1.614 -0.729  0.998
O: 3.359 -0.379 -2.149  -0.417
N: 1.498 -0.615 -0.985  -0.687
N: -2.656 -6.093 5.140  -0.183
N: -6.001 -4.913 3.055  -0.184
C: -3.622 -2.724 1.795  -0.179
C: 2.300 -1.822 -0.633  -0.104
C: 0.593 2.009 -2.216  -0.327
C: -1.596 2.928 -0.554  -0.415
C: -2.124 5.193 0.022  -0.191
C: 1.708 1.243 -2.613  -0.108
C: -2.880 2.742 -1.065  -0.122
C: 0.930 3.432 -4.138  -0.129
C: -2.420 -2.043 1.632  -0.114
C: 0.211 3.091 -2.999  -0.173
C: 0.748 1.795 0.716  -0.432
C: 2.118 2.083 0.648  -0.197
C: 3.653 -1.502 -1.284  -0.080
C: 2.159 0.070 -1.882  0.690
C: 2.431 1.607 -3.752  -0.130
C: -3.402 5.017 -0.498  -0.147
C: 2.232 2.102 3.053  -0.135
C: 1.627 -3.079 -1.213  -0.226
C: 2.848 2.241 1.810  -0.177
C: -2.590 -4.139 3.458  -0.083
C: -4.978 -4.414 2.902  0.229
C: 2.043 2.696 -4.511  -0.173
C: -2.649 -5.221 4.393  0.229
C: -1.389 -3.462 3.291  -0.159
C: 2.358 -4.335 -0.745  -0.611
C: -3.781 3.795 -1.034  -0.210
C: -1.301 -2.399 2.401  -0.198
C: -1.213 4.152 -0.002  -0.182
C: 0.879 1.817 3.135  -0.215
C: 0.133 1.661 1.974  -0.115
C: -3.721 -3.758 2.716  -0.087
C: 0.146 -3.167 -0.826  -0.581
H: 2.811 2.239 3.956  0.250
H: -3.171 1.783 -1.477  0.218
H: -4.105 5.838 -0.480  0.245
H: 3.898 2.497 1.751  0.246
H: -4.780 3.661 -1.427  0.244
H: 3.404 -4.333 -1.051  0.228
H: 2.393 -1.918 0.451  0.247
H: -0.423 -2.239 -1.072  0.159
H: 4.414 -1.188 -0.573  0.227
H: 1.695 -3.007 -2.304  0.222
H: -0.341 -3.947 -1.408  0.287
H: -0.941 1.531 2.040  0.242
H: 1.895 -5.223 -1.174  0.246
H: -1.836 6.144 0.450  0.244
H: -0.525 -3.760 3.870  0.257
H: 2.320 -4.423 0.343  0.219
H: -4.483 -2.447 1.201  0.259
H: -0.651 3.679 -2.718  0.248
H: 2.608 2.964 -5.393  0.253
H: 0.620 4.283 -4.729  0.251
H: 3.289 1.020 -4.046  0.250
H: 0.403 1.731 4.102  0.250
H: 0.030 -3.435 0.226  0.250
H: -0.217 4.283 0.402  0.228
H: 2.597 2.238 -0.311  0.231
H: 4.043 -2.312 -1.895  0.234

Record 4
A molecular structure, C32H26N7O2S2Sn. Source: the OMol25 dataset; level of theory: the ωB97M-V functional and the def2-TZVPD basis.

Summary:
Net charge = +1
Largest force on an atom = 0.05188 hartree/bohr
Frontier orbital gap (alpha / beta) = 5.74 / 5.87 eV
ΔE to the lowest compared entry with this formula, charge and spin = 23.47 kcal/mol

Last column: natural (NBO) charge in e.
Cartesian coordinates (Å):
Sn: -0.837 0.903 -0.263  1.527
S: 0.307 -0.273 -2.925  2.334
S: -2.801 -3.914 5.992  0.981
O: -1.114 -0.080 -2.645  -0.999
O: 0.794 0.300 -4.138  -0.919
N: -1.934 -1.397 0.553  -0.480
N: -1.821 -2.641 5.888  -0.597
N: -3.223 -3.991 4.438  -0.612
N: 0.991 0.349 -1.593  -1.045
N: 2.577 0.740 -0.036  -0.497
N: -0.516 0.228 2.198  -0.510
N: -0.591 3.064 0.262  -0.626
C: 0.454 6.438 -0.453  -0.265
C: 0.600 -2.028 -2.907  -0.361
C: -1.939 5.035 0.045  0.096
C: -3.176 4.255 0.301  -0.650
C: 1.796 4.321 -0.517  -0.665
C: 0.889 -2.655 -4.105  -0.161
C: 0.496 -2.747 -1.734  -0.198
C: -1.928 -1.677 1.861  0.155
C: -1.063 -1.096 4.119  -0.099
C: 0.700 -4.118 -1.759  -0.160
C: 4.627 0.042 -1.754  -0.137
C: -0.672 4.313 -0.022  0.137
C: -3.484 -3.488 1.498  -0.104
C: 1.088 -4.023 -4.122  -0.208
C: -2.693 -2.742 2.378  -0.099
C: -0.766 7.101 -0.356  -0.040
C: -1.947 6.398 -0.110  -0.260
C: 0.296 0.860 4.344  -0.239
C: -2.607 -3.020 3.779  0.173
C: -3.456 -3.186 0.154  -0.232
C: 0.996 -4.774 -2.952  0.007
C: 0.534 5.073 -0.327  0.119
C: 1.238 -6.250 -2.997  -0.635
C: -2.657 -2.126 -0.275  0.072
C: -1.782 -2.225 4.630  0.102
C: 4.903 0.466 -0.457  -0.296
C: 3.322 -0.023 -2.181  -0.293
C: 3.836 0.793 0.359  0.065
C: 2.301 0.348 -1.284  0.353
C: 0.172 1.043 2.969  0.081
C: -1.137 -0.828 2.736  0.256
C: -0.320 -0.227 4.927  -0.094
H: 0.631 -4.691 -0.847  0.208
H: 3.986 1.113 1.381  0.190
H: -4.061 4.835 0.054  0.233
H: -2.600 -1.834 -1.318  0.232
H: 2.656 4.982 -0.481  0.230
H: 1.323 -4.520 -5.052  0.224
H: -3.230 3.964 1.352  0.245
H: -4.034 -3.752 -0.561  0.242
H: 1.889 3.520 0.218  0.250
H: 0.263 -2.226 -0.814  0.219
H: -0.252 -0.423 5.985  0.248
H: 0.893 -6.741 -2.092  0.220
H: 5.915 0.527 -0.093  0.227
H: 0.625 1.880 2.458  0.219
H: 5.435 -0.240 -2.412  0.226
H: 0.957 -2.049 -4.996  0.247
H: -4.095 -4.282 1.895  0.247
H: 0.736 -6.692 -3.856  0.229
H: -3.158 3.332 -0.283  0.235
H: 1.773 3.828 -1.492  0.253
H: -0.806 8.169 -0.506  0.231
H: 1.348 7.009 -0.657  0.231
H: 2.308 -6.430 -3.103  0.233
H: -2.883 6.939 -0.055  0.230
H: 3.059 -0.314 -3.185  0.235
H: 0.863 1.562 4.934  0.241

Record 5
A molecular structure, C32H27Cl2N2O3PPtS. Source: the OMol25 dataset; level of theory: the ωB97M-V functional and the def2-TZVPD basis.

Summary:
Largest force on an atom = 0.01109 hartree/bohr
Frontier orbital gap = 7.69 eV

Last column: natural (NBO) charge in e.
Cartesian coordinates (Å):
Pt: -0.466 0.003 -1.406  0.619
Cl: 1.263 0.210 7.353  -0.017
Cl: -1.605 -2.722 3.817  0.037
S: -2.813 -0.064 -1.263  -0.125
P: 1.721 0.284 -1.794  1.086
O: -0.319 1.160 0.244  -0.721
O: -0.755 -1.131 -3.050  -0.577
O: 0.687 -0.466 1.429  -0.664
N: -0.270 -0.200 4.845  -0.619
N: -1.981 -1.032 -3.598  -0.006
C: 2.966 0.026 -4.322  -0.232
C: 2.911 2.822 -1.470  -0.190
C: -4.300 -0.673 -3.497  -0.229
C: -1.424 0.388 4.299  0.254
C: -2.677 0.135 4.851  -0.272
C: 1.980 2.047 -2.150  -0.387
C: -1.311 1.252 3.205  -0.070
C: -0.870 -2.514 5.368  -0.044
C: -0.262 -1.294 5.695  0.067
C: 2.226 4.767 -2.707  -0.201
C: -4.425 -1.086 -4.796  -0.162
C: -2.469 1.814 2.677  -0.181
C: 2.278 -0.595 -3.285  -0.272
C: 0.430 -1.254 6.913  0.041
C: 3.161 -2.079 -5.469  -0.205
C: -3.719 1.538 3.206  -0.239
C: 3.004 -0.144 -0.590  -0.955
C: 2.034 -1.967 -3.349  -0.196
C: -2.077 -1.439 -4.883  0.034
C: 1.291 3.999 -3.391  -0.215
C: 1.163 2.651 -3.108  -0.134
C: 0.179 0.635 1.328  0.788
C: 0.011 1.554 2.535  -0.512
C: -0.853 -3.591 6.239  -0.222
C: -3.043 -0.626 -2.865  0.033
C: 3.401 -0.714 -5.414  -0.203
C: -3.285 -1.475 -5.514  -0.270
C: 3.031 4.179 -1.746  -0.210
C: -3.817 0.695 4.303  -0.196
C: 0.486 -2.333 7.775  -0.258
C: -0.177 -3.503 7.445  -0.215
C: 2.479 -2.705 -4.433  -0.218
H: -0.155 -4.348 8.118  0.220
H: -3.340 -1.799 -6.542  0.233
H: -2.754 -0.513 5.715  0.216
H: 1.037 -2.241 8.701  0.228
H: 2.824 0.364 0.354  0.263
H: -5.398 -1.104 -5.267  0.226
H: 1.477 -2.450 -2.555  0.230
H: -4.605 1.979 2.768  0.211
H: 2.936 -1.213 -0.395  0.266
H: 3.933 -0.223 -6.219  0.214
H: -5.157 -0.359 -2.920  0.238
H: 0.416 2.058 -3.623  0.217
H: 0.541 0.391 4.908  0.403
H: -1.131 -1.720 -5.321  0.240
H: 2.318 5.825 -2.919  0.216
H: 2.288 -3.770 -4.473  0.217
H: 0.865 1.397 3.191  0.212
H: 3.988 0.101 -0.990  0.233
H: 0.015 2.592 2.203  0.230
H: 0.652 4.455 -4.136  0.215
H: -4.783 0.476 4.740  0.211
H: -1.348 -4.505 5.944  0.230
H: 3.549 2.380 -0.717  0.216
H: 3.161 1.090 -4.283  0.224
H: -2.374 2.465 1.816  0.219
H: 3.756 4.774 -1.205  0.217
H: 3.505 -2.656 -6.317  0.215

Record 6
A molecular structure, C32H27F3IrN2O5S4. Source: the OMol25 dataset; level of theory: the ωB97M-V functional and the def2-TZVPD basis.

Summary:
Net charge = -1
Largest force on an atom = 0.03067 hartree/bohr
Frontier orbital gap = 6.49 eV
ΔE to the lowest compared entry with this formula, charge and spin = 21.40 kcal/mol

Last column: Löwdin charge in e.
Cartesian coordinates (Å):
Ir: -0.409 0.489 -0.728  0.950
S: 0.150 -1.658 1.665  0.941
S: -0.680 -1.707 -1.337  0.691
S: 1.804 0.354 -1.530  0.646
S: -3.238 -0.216 0.870  0.599
F: 0.882 5.412 -0.457  0.132
F: -0.649 5.230 1.066  0.121
F: 1.426 4.937 1.582  0.134
O: 1.194 2.424 0.757  0.003
O: -4.677 -0.053 0.875  -0.310
O: -0.608 2.945 -0.480  -0.073
O: -2.757 -1.554 1.124  -0.358
O: -0.060 -0.191 1.273  -0.669
N: -2.554 0.409 -0.449  -0.261
N: -1.051 1.134 -2.525  -0.091
C: 3.100 -1.696 -2.777  -0.140
C: 0.819 -2.143 -2.149  -0.645
C: -2.394 0.965 -2.753  -0.141
C: 4.109 -1.395 0.968  -0.032
C: 2.132 -3.838 -3.270  -0.125
C: 5.892 -3.066 0.384  -0.054
C: -1.142 2.972 5.570  -0.054
C: 0.514 4.701 0.630  -0.542
C: 3.220 -2.969 -3.306  -0.126
C: -2.941 1.203 -4.030  -0.158
C: -2.642 0.786 2.204  -0.283
C: -4.566 0.368 -1.923  -0.014
C: 1.850 -2.055 1.330  -0.407
C: 0.942 -3.420 -2.697  -0.141
C: -5.094 0.585 -3.205  -0.083
C: -1.731 2.224 4.405  -0.268
C: 2.801 -1.049 1.265  -0.089
C: -3.218 0.557 -1.657  -0.249
C: -2.072 1.643 -5.051  -0.016
C: -0.754 1.841 -4.781  -0.038
C: -0.272 1.574 -3.488  -0.126
C: -2.297 0.964 4.569  -0.058
C: -4.320 1.000 -4.250  -0.064
C: 3.495 -3.707 0.799  -0.044
C: 4.470 -2.716 0.728  -0.275
C: 1.905 -1.265 -2.194  -0.652
C: 2.182 -3.380 1.095  -0.073
C: -2.150 2.066 2.025  -0.040
C: 0.370 3.197 0.284  -0.626
C: -1.687 2.771 3.126  -0.013
C: -2.750 0.241 3.475  -0.085
C: 0.349 -1.440 3.434  -0.194
H: 0.770 1.699 -3.242  0.044
H: -1.330 2.453 6.510  0.068
H: 4.160 -3.288 -3.742  0.088
H: 3.758 -4.736 0.587  0.109
H: 2.211 -4.834 -3.687  0.087
H: -2.099 2.496 1.034  0.094
H: -0.561 -0.963 3.795  0.030
H: 6.329 -2.313 -0.273  0.077
H: 1.411 -4.142 1.111  0.114
H: -0.062 2.185 -5.537  0.104
H: 6.510 -3.120 1.284  0.078
H: 1.215 -0.807 3.620  0.067
H: -1.279 3.764 2.984  0.110
H: 3.938 -1.008 -2.803  0.093
H: -4.735 1.177 -5.234  0.102
H: 2.507 -0.016 1.404  0.102
H: -2.475 1.824 -6.041  0.114
H: 5.947 -4.031 -0.119  0.072
H: -3.165 -0.751 3.596  0.119
H: -1.553 3.980 5.644  0.077
H: -6.154 0.419 -3.354  0.101
H: -2.376 0.538 5.563  0.108
H: 0.476 -2.426 3.880  0.062
H: 0.089 -4.088 -2.656  0.095
H: -5.220 0.055 -1.130  0.085
H: -0.061 3.071 5.449  0.082
H: 4.856 -0.613 0.890  0.119